No. 1
The following is a quantum chemistry calculation of a molecular structure, C79H97BCaN11O27 in a non-equilibrium geometry, from the Open Molecules 2025 dataset.

XYZ file:
```
216
C79H97BCaN11O27, DFT ωB97M-V/def2-TZVPD
Ca -1.930 -2.490 -2.657
O 2.649 0.999 3.368
C 1.789 0.927 2.589
O 1.846 0.248 1.468
B 0.582 0.278 0.784
O -0.249 1.367 1.353
C 0.387 1.754 2.480
O -0.003 2.610 3.212
O -0.119 -1.082 0.925
C -0.576 -1.520 -0.183
O -1.126 -2.578 -0.406
C -0.057 -0.566 -1.205
O 0.654 0.352 -0.704
O -0.328 -0.619 -2.448
C 3.383 -1.956 -1.577
C 4.018 -0.912 -2.500
C 4.256 0.464 -1.936
C 5.430 0.556 -0.936
C 6.640 0.072 -1.654
C 6.501 -1.364 -2.179
N 5.286 -1.423 -3.065
O 5.155 -2.762 -3.645
C 7.716 -1.630 -3.028
C 6.476 -2.431 -1.010
C 3.032 -0.736 -3.652
H 2.292 -1.974 -1.572
H 3.565 -1.690 -0.508
H 3.779 -2.946 -1.778
H 4.453 1.181 -2.748
H 3.254 0.760 -1.474
H 5.167 -0.074 -0.055
H 5.572 1.544 -0.616
H 7.526 0.111 -0.970
H 6.855 0.713 -2.562
H 8.523 -1.115 -2.545
H 7.941 -2.670 -3.112
H 7.600 -1.161 -4.010
H 5.997 -2.015 -0.133
H 5.958 -3.345 -1.328
H 7.498 -2.760 -0.755
H 2.202 -0.064 -3.342
H 2.622 -1.708 -3.980
H 3.576 -0.238 -4.455
H 4.948 -2.488 -4.515
C 1.368 4.020 -0.004
C 1.911 5.412 -0.477
C 3.378 5.501 -0.244
C 4.286 4.770 -1.181
C 3.873 5.107 -2.599
C 2.339 5.055 -2.932
N 1.649 5.764 -1.893
O 0.272 5.635 -2.029
C 2.208 5.845 -4.260
C 1.789 3.648 -3.183
C 1.182 6.451 0.323
H 1.259 4.195 1.154
H 2.114 3.252 -0.059
H 0.428 3.732 -0.455
H 3.573 6.556 -0.192
H 3.490 5.154 0.785
H 4.226 3.664 -1.091
H 5.360 5.038 -1.014
H 4.324 4.410 -3.347
H 4.311 6.088 -2.914
H 1.221 5.641 -4.649
H 2.281 6.905 -4.008
H 3.002 5.600 -4.938
H 2.591 3.198 -3.741
H 1.688 3.073 -2.265
H 0.874 3.545 -3.740
H 1.438 7.368 -0.210
H 1.512 6.491 1.387
H 0.105 6.353 0.436
H -0.051 6.546 -2.227
C -3.205 -6.473 -4.893
C -3.294 -4.944 -4.827
C -4.239 -4.431 -5.906
C -5.670 -4.679 -5.485
C -5.993 -4.019 -4.140
C -5.104 -4.534 -3.035
N -3.662 -4.377 -3.539
O -2.672 -4.748 -2.543
C -5.181 -3.657 -1.790
C -5.434 -5.979 -2.628
C -1.897 -4.378 -5.159
H -4.151 -6.957 -5.081
H -2.955 -6.940 -3.938
H -2.452 -6.854 -5.584
H -4.179 -3.357 -6.015
H -3.890 -4.918 -6.867
H -5.812 -5.774 -5.440
H -6.373 -4.223 -6.214
H -7.004 -4.134 -3.866
H -5.782 -2.975 -4.270
H -6.033 -3.979 -1.184
H -4.304 -3.694 -1.171
H -5.162 -2.601 -2.039
H -6.272 -6.130 -1.898
H -5.734 -6.664 -3.456
H -4.552 -6.482 -2.162
H -1.161 -4.530 -4.360
H -1.915 -3.364 -5.525
H -1.544 -4.997 -6.008
H -2.679 -5.675 -2.393
C -3.974 3.672 -0.356
C -2.946 2.721 -0.217
C -2.951 1.521 -0.896
C -4.156 1.272 -1.573
C -5.212 2.202 -1.648
C -5.153 3.425 -1.020
N -4.348 0.047 -2.244
O -5.233 -0.114 -3.061
O -3.556 -0.879 -1.916
H -3.836 4.674 0.060
H -2.022 2.996 0.339
H -2.134 0.860 -0.912
H -6.110 1.786 -2.116
H -5.854 4.256 -1.058
C -3.654 0.659 4.894
C -4.243 1.126 6.057
C -4.747 2.420 6.050
C -4.507 3.230 4.900
C -3.780 2.738 3.813
C -3.377 1.427 3.746
N -4.927 4.572 4.822
O -5.186 5.215 5.814
O -5.101 5.037 3.686
H -3.373 -0.358 4.872
H -4.417 0.481 6.895
H -5.154 2.901 6.935
H -3.601 3.386 2.944
H -2.820 1.061 2.909
C -1.138 5.793 6.511
C -0.865 5.049 5.371
C -1.481 5.393 4.199
C -2.398 6.416 4.239
C -2.749 7.118 5.366
C -2.114 6.837 6.538
N -3.143 6.642 3.002
O -3.082 5.821 2.074
O -3.680 7.685 2.923
H -0.518 5.489 7.357
H -0.169 4.218 5.526
H -1.364 4.787 3.348
H -3.520 7.902 5.363
H -2.398 7.427 7.373
C -0.802 2.796 -6.527
C -2.086 2.553 -6.012
C -2.414 1.270 -5.585
C -1.394 0.345 -5.578
C -0.164 0.507 -6.241
C 0.146 1.772 -6.700
N -1.606 -0.860 -4.879
O -0.699 -1.682 -4.765
O -2.706 -1.095 -4.422
H -0.558 3.792 -6.780
H -2.848 3.366 -5.943
H -3.394 1.073 -5.100
H 0.571 -0.250 -6.326
H 1.147 2.033 -7.030
C 0.930 3.164 8.205
C -0.374 2.958 8.581
C -1.059 1.880 8.057
C -0.379 1.015 7.208
C 0.876 1.233 6.776
C 1.576 2.318 7.317
N -1.100 -0.151 6.731
O -1.986 -0.643 7.448
O -0.692 -0.680 5.687
H 1.567 3.781 8.796
H -0.777 3.628 9.356
H -2.042 1.491 8.318
H 1.323 0.564 6.025
H 2.663 2.434 7.046
C 5.152 0.221 5.236
C 6.270 0.196 6.019
C 7.508 -0.192 5.541
C 7.620 -0.657 4.246
C 6.451 -0.651 3.435
C 5.258 -0.256 3.931
N 8.867 -1.136 3.621
O 8.711 -1.923 2.684
O 9.875 -0.656 4.094
H 4.152 0.648 5.517
H 6.171 0.593 7.040
H 8.443 -0.170 6.116
H 6.561 -1.008 2.432
H 4.411 -0.135 3.268
C 3.007 -5.811 0.260
C 1.656 -5.944 0.678
C 0.850 -6.982 0.273
C 1.445 -7.905 -0.627
C 2.736 -7.814 -1.067
C 3.513 -6.696 -0.689
N 0.662 -9.000 -1.216
O -0.536 -8.980 -1.080
O 1.253 -9.781 -1.896
H 3.631 -4.972 0.451
H 1.219 -5.318 1.412
H -0.197 -7.072 0.520
H 3.078 -8.633 -1.707
H 4.485 -6.618 -1.078
C -5.528 -2.629 2.497
C -6.064 -3.729 1.980
C -5.259 -4.759 1.408
C -3.919 -4.550 1.485
C -3.254 -3.444 2.075
C -4.094 -2.552 2.615
N -3.097 -5.659 1.027
O -3.486 -6.769 1.300
O -2.078 -5.441 0.412
H -6.106 -1.847 2.957
H -7.168 -3.723 1.938
H -5.563 -5.745 1.088
H -2.157 -3.459 2.144
H -3.646 -1.734 3.123
```

The value obtained for the electronic energy is -6403.97660 Ha. The lowest unoccupied orbital energy is -4.30 eV. The frontier orbital gap is 5.91 eV. As for the net charge: +1.

No. 2
The following is a quantum chemistry calculation of a molecular structure, C7F21InO21S7 in a non-equilibrium geometry, from the Open Molecules 2025 dataset.

XYZ file:
```
57
C7F21InO21S7, DFT ωB97M-V/def2-TZVPD
In 18.243 10.152 -4.969
C 20.567 8.114 -9.562
F 20.560 8.115 -10.851
F 19.883 6.952 -9.208
F 21.792 8.096 -9.065
S 19.596 9.764 -9.106
O 20.483 10.959 -9.317
O 18.425 9.704 -9.975
O 19.277 9.595 -7.671
C 14.668 7.582 -8.261
F 14.119 6.981 -7.166
F 15.684 6.912 -8.776
F 13.765 7.810 -9.143
S 15.353 9.269 -7.858
O 14.281 10.002 -7.137
O 16.501 9.043 -6.936
O 15.738 9.794 -9.212
C 14.274 6.785 -3.800
F 15.433 6.345 -4.143
F 13.406 6.416 -4.674
F 13.922 6.243 -2.671
S 14.352 8.696 -3.513
O 14.349 9.130 -2.099
O 15.711 9.150 -3.970
O 13.221 9.256 -4.202
C 15.157 14.468 -3.454
F 13.990 14.934 -3.278
F 15.639 14.799 -4.683
F 15.967 15.011 -2.573
S 15.114 12.578 -3.448
O 13.991 12.137 -4.265
O 16.397 12.087 -3.933
O 14.938 12.102 -2.116
C 16.666 14.376 -8.074
F 15.412 13.939 -7.719
F 16.607 15.097 -9.206
F 17.149 15.277 -7.141
S 17.732 12.821 -8.237
O 19.159 13.172 -8.398
O 17.516 12.052 -7.062
O 17.241 12.154 -9.423
C 18.108 6.109 -1.275
F 18.061 5.604 -0.072
F 19.113 5.627 -2.019
F 16.957 5.921 -1.899
S 18.352 8.051 -1.231
O 17.136 8.644 -0.819
O 19.500 8.376 -0.385
O 18.568 8.389 -2.647
C 19.470 13.748 -1.053
F 18.426 14.561 -0.832
F 19.849 14.143 -2.336
F 20.492 13.973 -0.231
S 18.946 11.863 -1.100
O 20.011 11.070 -0.482
O 17.618 11.705 -0.385
O 18.759 11.545 -2.468
```

The value obtained for the electronic energy is -6921.19647 Ha. The lowest unoccupied orbital energy (alpha / beta) is 2.32 / 2.10 eV. As for the spin multiplicity: 2. The frontier orbital gap (alpha / beta) is 3.98 / 3.79 eV. As for the net charge: -3.

No. 3
The following is a quantum chemistry calculation of a single C7H10 molecule in a non-equilibrium geometry, from the Open Molecules 2025 dataset.

XYZ file:
```
17
C7H10, DFT ωB97M-V/def2-TZVPD
C -2.847 -1.002 0.414
C -2.312 0.076 0.219
C -0.159 0.965 -0.786
C -1.643 1.185 -0.179
C 0.993 0.067 -0.232
C 0.956 -1.371 -0.567
C 1.731 0.515 0.973
H -3.332 -1.891 0.684
H -0.341 0.623 -1.812
H 0.240 1.982 -0.839
H -1.875 2.169 0.182
H 0.624 -1.535 -1.589
H 0.240 -1.881 0.090
H 1.931 -1.834 -0.417
H 2.061 -0.332 1.574
H 1.115 1.172 1.583
H 2.619 1.091 0.702
```

The value obtained for the electronic energy is -272.47584 Ha. The lowest unoccupied orbital energy (alpha / beta) is -1.23 / -1.72 eV. The relative energy (zero: lowest compared OMol25 entry of this formula, charge and spin) comes out at 152.0 kcal per mole. The frontier orbital gap (alpha / beta) is 5.01 / 4.08 eV.

No. 4
The following is a quantum chemistry calculation of a single C7H10 molecule in a non-equilibrium geometry, from the Open Molecules 2025 dataset.

XYZ file:
```
17
C7H10, DFT ωB97M-V/def2-TZVPD
C 0.789 0.621 -1.700
C 0.239 0.199 -0.361
C 0.891 0.590 0.970
C -0.055 -0.667 1.537
C -1.323 -0.783 0.729
C -1.294 0.406 -0.191
C 0.042 -1.250 0.163
H 0.720 1.713 -1.808
H 1.835 0.330 -1.831
H 0.200 0.167 -2.507
H 1.087 1.702 1.059
H 1.850 0.108 1.172
H -0.013 -1.381 2.374
H -2.263 -1.213 1.114
H -1.663 1.360 0.205
H -1.801 0.170 -1.131
H 0.617 -2.116 -0.177
```

The value obtained for the electronic energy is -272.59499 Ha. The lowest unoccupied orbital energy is 1.07 eV. The relative energy (zero: lowest compared OMol25 entry of this formula, charge and spin) comes out at 77.2 kcal per mole. As for the structure (SMILES): C[C@]12C[C@@H]3[C@H](C1)[C@@H]32. The frontier orbital gap is 10.33 eV.

No. 5
The following is a quantum chemistry calculation of a single C7H10 molecule, from the Open Molecules 2025 dataset.

XYZ file:
```
17
C7H10, DFT ωB97M-V/def2-TZVPD
C -1.962 0.249 1.882
C -1.173 0.045 0.838
C 2.516 0.072 -0.638
C 1.380 0.154 -1.323
C 0.033 -0.351 -0.900
C -0.131 -1.005 0.499
C -0.976 0.768 -0.482
H -1.944 -0.412 2.745
H -2.654 1.088 1.913
H -1.868 0.869 -1.108
H 2.584 -0.428 0.325
H 3.435 0.509 -1.020
H 1.386 0.673 -2.283
H -0.385 -0.982 -1.693
H 0.759 -0.963 1.134
H -0.492 -2.039 0.487
H -0.506 1.753 -0.378
```

The value obtained for the electronic energy is -272.64800 Ha. The lowest unoccupied orbital energy is 1.14 eV. The relative energy (zero: lowest compared OMol25 entry of this formula, charge and spin) comes out at 43.9 kcal per mole. As for the structure (SMILES): C=CC1CC(=C)C1. The frontier orbital gap is 10.47 eV.

No. 6
The following is a quantum chemistry calculation of a single C7H10 molecule in a non-equilibrium geometry, from the Open Molecules 2025 dataset.

XYZ file:
```
17
C7H10, DFT ωB97M-V/def2-TZVPD
C 1.980 0.264 0.152
C 0.562 -0.404 -0.202
C -0.377 -1.106 0.831
C -1.484 -0.366 0.040
C -0.622 -0.698 -1.238
C -1.176 1.093 0.229
C 0.101 1.241 0.020
H 2.502 0.480 -0.772
H 2.054 1.240 0.724
H 2.453 -0.426 0.814
H -0.182 -0.854 1.872
H -0.527 -2.204 0.746
H -2.541 -0.628 0.129
H -0.694 -0.015 -2.084
H -0.804 -1.733 -1.573
H -1.867 1.899 0.346
H 0.622 2.217 -0.034
```

The value obtained for the electronic energy is -272.53069 Ha. The lowest unoccupied orbital energy is 1.09 eV. The relative energy (zero: lowest compared OMol25 entry of this formula, charge and spin) comes out at 117.5 kcal per mole. As for the structure (SMILES): C[C@]12C=C[C@@H](C1)C2. The frontier orbital gap is 9.67 eV.

No. 7
The following is a quantum chemistry calculation of a single C7H10 molecule in a non-equilibrium geometry, from the Open Molecules 2025 dataset.

XYZ file:
```
17
C7H10, DFT ωB97M-V/def2-TZVPD
C 1.570 -0.195 -1.033
C 0.924 0.871 -0.189
C -0.567 1.008 -0.112
C -1.484 -0.154 -0.444
C -1.112 -1.215 0.572
C -0.182 -0.799 1.432
C 0.218 0.611 1.120
H 1.519 0.101 -2.088
H 2.621 -0.324 -0.762
H 1.069 -1.162 -0.929
H 1.450 1.823 -0.208
H -0.960 2.020 -0.209
H -1.344 -0.498 -1.473
H -2.539 0.135 -0.344
H -1.564 -2.202 0.573
H 0.238 -1.404 2.238
H 0.145 1.385 1.857
```

The value obtained for the electronic energy is -272.67122 Ha. The lowest unoccupied orbital energy is 1.19 eV. The relative energy (zero: lowest compared OMol25 entry of this formula, charge and spin) comes out at 29.4 kcal per mole. As for the structure (SMILES): C[C@@H]1[C@@H]2C=CC[C@H]12. The frontier orbital gap is 10.12 eV.